1.
{
  "formula": "C2H4NO3",
  "method": "ωB97M-V/def2-TZVPD",
  "species": ["C", "C", "N", "O", "O", "O", "H", "H", "H", "H"],
  "xyz": [[1.69650, -0.57420, 0.01058], [-0.34346, 0.55955, 0.03389], [4.06653, -0.00944, -0.04976], [4.74870, -0.88301, 0.24855], [3.89900, 1.07223, -0.34700], [1.04082, 0.47437, -0.02383], [1.11542, -1.53792, -0.27580], [-0.80753, 0.61774, -0.94451], [-0.73975, 1.28174, 0.83787], [-0.79653, -0.36467, 0.24346]],
  "atomic_forces_ev_per_a": [[0.9, -1.5, -1.4], [-3.7, 0.8, 0.6], [-1.3, -1.3, 0.6], [-0.5, 0.5, -0.3], [0.4, 0.9, -0.3], [1.9, 0.7, 0.8], [0.6, 1.0, 0.9], [0.5, 1.5, -0.5], [1.2, -0.7, -1.7], [0.0, -1.8, 1.2]],
  "lumo_energy_ev": [-6.75, -6.79],
  "homo_energy_ev": [-14.9, -14.9],
  "gap_ev": [8.1775, 8.1072],
  "charge": 1,
  "energy_ev": -9755.8818,
  "e_above_lowest_kj_mol": 257.1
}



2.
{
  "formula": "C2H4NO3P",
  "method": "ωB97M-V/def2-TZVPD",
  "species": ["O", "N", "C", "C", "P", "O", "O", "H", "H", "H", "H"],
  "xyz": [[-2.18356, -1.22236, 0.32166], [-1.27664, -0.47518, -0.44051], [-1.18069, 1.00905, -0.25904], [-0.11110, -0.01286, 0.35910], [1.57520, 0.26156, -0.50830], [2.45605, 0.99623, 0.49816], [2.15533, -1.42125, -0.27130], [-1.88262, 1.60249, 0.35118], [-0.72993, 1.49711, -1.25082], [-0.30740, -0.23778, 1.37105], [1.48535, -1.99703, -0.17119]],
  "atomic_forces_ev_per_a": [[-0.1, 0.7, 0.0], [0.6, 0.0, -0.2], [1.9, -0.9, -1.0], [-1.3, 2.0, -2.8], [-0.1, -1.3, 1.3], [0.0, 0.4, -0.2], [3.7, 3.5, -0.9], [0.3, -0.6, -0.2], [-1.3, -0.7, 2.1], [0.2, -0.1, 1.4], [-3.9, -2.9, 0.5]],
  "lumo_energy_ev": 7.36,
  "smiles": "[O-]N1C[C@@H]1P([O-])O",
  "homo_energy_ev": 1.6,
  "gap_ev": 5.7213,
  "charge": -2,
  "energy_ev": -19055.5972,
  "e_above_lowest_kj_mol": 477.9
}